No. 1
Here is a structure of composition C42H28Cl5MnNO4P2S from the OMol25 dataset. Energies are from ωB97M-V/def2-TZVPD.

XYZ file:
```
84
C42H28Cl5MnNO4P2S, DFT ωB97M-V/def2-TZVPD
Mn 1.19944 -0.34946 -0.32145
O 2.70141 2.39148 0.77126
S 1.39846 1.78463 0.46246
C 0.49318 2.81351 -0.67429
C 0.93608 4.10662 -0.86734
C 0.18586 4.94405 -1.68411
C -0.98628 4.48071 -2.26391
C -1.40414 3.16922 -2.06649
C -0.65019 2.30165 -1.28789
P -1.08592 0.53383 -1.05482
C -1.18424 -0.19816 -2.71553
C -0.95011 0.48367 -3.90293
C -0.98734 -0.19796 -5.11411
C -1.26143 -1.55737 -5.14395
C -1.50189 -2.24415 -3.95878
C -1.45859 -1.56768 -2.75091
C -2.83249 0.62418 -0.52248
C -3.88376 0.55644 -1.43483
C -5.19260 0.71316 -0.99995
C -5.46302 0.93305 0.34330
C -4.42092 0.99204 1.25828
C -3.11229 0.83725 0.82690
C 0.32417 1.83665 1.89068
C -0.24790 3.02484 2.32011
C -1.06270 3.00617 3.44062
C -1.30389 1.81016 4.10741
C -0.72643 0.62619 3.66882
C 0.10975 0.62811 2.55713
P 0.97937 -0.86093 1.92789
C 2.53793 -0.77963 2.85774
C 3.83376 -1.03979 2.17490
C 5.00692 -0.38535 2.81127
C 4.95434 0.05005 4.08965
C 3.74150 -0.00421 4.81414
C 2.54913 -0.35908 4.15851
C -0.02261 -2.21809 2.58185
C 0.40928 -3.08012 3.58083
C -0.43542 -4.08421 4.03817
C -1.70745 -4.22361 3.50355
C -2.14178 -3.36525 2.50011
C -1.29922 -2.36921 2.03537
H 1.84918 4.43895 -0.38881
H 0.51452 5.95978 -1.85937
H -1.57807 5.14075 -2.88430
H -2.32044 2.82078 -2.52963
H -0.69500 1.53613 -3.89144
H -0.78610 0.33675 -6.03436
H -1.28049 -2.08510 -6.08890
H -1.71043 -3.30597 -3.97733
H -1.62949 -2.11120 -1.82619
H -3.68851 0.36856 -2.48314
H -6.00362 0.65930 -1.71464
H -6.48547 1.05396 0.67659
H -4.62578 1.15532 2.30899
H -2.30605 0.88452 1.54546
H -0.06933 3.94820 1.78334
H -1.52205 3.92296 3.78609
H -1.95288 1.79924 4.97368
H -0.93493 -0.30332 4.18566
H 3.78799 -0.85242 1.10085
H 5.92746 -0.36229 2.24369
H 5.84064 0.45260 4.56197
H 3.71217 0.30921 5.84854
H 1.61266 -0.21545 4.68489
H 1.40324 -2.97976 3.99923
H -0.09522 -4.75994 4.81159
H -2.36199 -5.00561 3.86560
H -3.13252 -3.47656 2.07883
H -1.63781 -1.69934 1.25008
Cl 2.14844 -2.72395 -6.86313
C 2.07851 -1.79166 -5.42224
C 1.86374 -2.41837 -4.19918
Cl 1.66174 -4.11869 -4.07663
C 1.79180 -1.63620 -3.06286
Cl 1.52392 -2.33515 -1.47663
C 1.90968 -0.25457 -3.06986
O 1.76131 0.44400 -1.95874
C 2.13660 0.35982 -4.30092
Cl 2.22527 2.07788 -4.32188
C 2.21774 -0.39967 -5.46305
Cl 2.44438 0.38555 -6.97071
O 4.28858 -2.48968 2.29290
N 3.52851 -3.44026 1.73578
O 2.55012 -3.05251 1.17303
```

Computed properties:
**Energy above the lowest of the compared OMol25 structures with the same formula, charge and spin**: 46.84 kcal per mole
**Total energy**: -6505.5453 a.u.
**Total charge**: +1
**2S+1**: 5

No. 2
Here is a structure of composition C33H34BrCaN7O4S from the OMol25 dataset. Energies are from ωB97M-V/def2-TZVPD.

XYZ file:
```
81
C33H34BrCaN7O4S, DFT ωB97M-V/def2-TZVPD
Ca 1.06683 -0.20372 0.11440
C 3.99058 -1.35286 1.68125
C 3.23756 -0.56268 2.75736
N 1.77922 -0.64140 2.60685
C 1.18848 -1.90790 3.02963
C 1.33855 -2.95224 1.94934
C 1.59056 -4.28775 2.24090
C 1.72733 -5.18218 1.19138
C 1.62092 -4.71282 -0.10864
C 1.35886 -3.36368 -0.31132
C 1.20510 -2.76293 -1.69244
N 1.73463 -1.40687 -1.72554
C 3.16933 -1.29121 -1.99213
C 3.99225 -1.71371 -0.77167
N 3.48705 -0.98741 0.37507
N 1.21190 -2.51175 0.70119
H 3.84278 -2.42660 1.83048
H 5.06490 -1.15611 1.80324
H 3.51201 0.48804 2.66408
H 3.55512 -0.91801 3.74730
H 1.36908 0.11379 3.14336
H 0.11719 -1.74812 3.18700
H 1.61785 -2.28310 3.96863
H 1.68840 -4.61372 3.26805
H 1.93119 -6.22785 1.38268
H 1.74163 -5.37879 -0.95333
H 0.13129 -2.71970 -1.89652
H 1.68239 -3.41445 -2.43567
H 1.22258 -0.81741 -2.37385
H 3.36931 -0.23563 -2.19173
H 3.47114 -1.88558 -2.86440
H 5.05597 -1.53108 -0.97567
H 3.87268 -2.78650 -0.59060
H 3.59736 0.01454 0.23594
C -3.48748 3.88481 -5.98516
C -2.79161 3.31388 -4.78053
C -2.59598 4.08819 -3.64055
C -1.91651 3.57967 -2.54505
C -1.43319 2.28201 -2.58304
C -1.62232 1.49277 -3.70549
C -2.30362 2.00844 -4.79421
S -0.43272 1.70804 -1.21747
O 0.80679 1.25428 -1.83911
O -0.35248 2.81358 -0.30113
N -0.99589 0.38463 -0.53558
C -2.29268 0.21877 -0.10958
C -3.29862 1.17361 -0.15137
C -4.61118 0.87547 0.24086
C -4.95888 -0.36602 0.69728
C -3.96605 -1.36152 0.80333
C -4.23168 -2.66412 1.27917
C -3.21690 -3.57553 1.36462
C -1.92281 -3.17925 0.98421
N -1.63424 -1.98394 0.53215
C -2.62894 -1.07451 0.42003
H -4.08837 4.75158 -5.71376
H -4.12923 3.14274 -6.45943
H -2.75225 4.21114 -6.72411
H -2.97379 5.10303 -3.61106
H -1.74866 4.17832 -1.65934
H -1.24175 0.47858 -3.71922
H -2.45756 1.39360 -5.67314
H -3.06011 2.17152 -0.48961
H -5.36530 1.65036 0.17842
H -5.97687 -0.59461 0.98687
H -5.24073 -2.92555 1.57529
H -3.38793 -4.58330 1.71894
H -1.09636 -3.88321 1.05653
Br -1.71478 2.12215 4.36814
C -0.27212 3.07863 3.57430
C 0.07174 4.34365 4.02250
N 1.06713 5.02833 3.47511
C 1.75791 4.46690 2.48428
C 1.49127 3.20039 1.98179
C 0.43343 2.49809 2.54299
C 2.36934 2.60229 0.88199
O 3.26588 3.29344 0.42148
O 2.15356 1.36155 0.61982
H -0.46790 4.81554 4.83550
H 2.56663 5.04679 2.05749
H 0.14174 1.54221 2.14024
```

Computed properties:
**Energy above the lowest of the compared OMol25 structures with the same formula, charge and spin**: 16.35 kcal per mole
**Total energy**: -5612.1577 a.u.
**Total charge**: 0
**2S+1**: 1

No. 3
Here is a structure of composition C5H9NOS from the OMol25 dataset. Energies are from ωB97M-V/def2-TZVPD.

XYZ file:
```
17
C5H9NOS, DFT ωB97M-V/def2-TZVPD
C -2.59610 -0.87463 -0.00385
C -0.30787 -0.21000 0.02417
C -0.51762 0.95317 1.02476
C -0.53490 0.79474 -1.01640
C 1.09637 -0.90028 0.16772
H -2.92226 -1.99798 -0.09490
H -2.79926 -0.25213 -0.84141
H -2.81189 -0.54961 1.00939
H -1.28103 0.75537 1.85055
H 0.50380 1.27361 1.52983
H -0.14518 2.73751 -0.11280
H -1.40020 0.49624 -1.82278
H 0.47359 0.84935 -1.42635
H 1.09082 -2.03841 0.60974
N -0.85457 1.96104 -0.03870
O -1.19363 -1.30755 -0.06677
S 2.62396 -0.19492 -0.06716
```

Computed properties:
**Energy above the lowest of the compared OMol25 structures with the same formula, charge and spin**: 110.25 kcal per mole
**Total energy**: -723.9441 a.u.
**Total charge**: 0
**2S+1**: 1

No. 4
Here is the molecule C5H8N6O3 from the OMol25 dataset. Energies are from ωB97M-V/def2-TZVPD.

XYZ file:
```
22
C5H8N6O3, DFT ωB97M-V/def2-TZVPD
C 1.44880 0.32466 -1.62037
C 0.21645 0.50596 0.08048
C 2.04975 0.72362 -2.86546
C 1.34880 -0.85991 1.66383
C -2.82890 -0.24024 0.89353
N 2.07578 -0.37339 -0.65682
N -0.70251 0.85259 1.14309
N -2.03098 0.75787 1.19033
N 0.31589 0.91355 -1.18571
N 1.27371 -0.29892 0.39744
N -2.38253 -1.40413 0.25031
O -1.19883 -1.65053 0.20974
O -2.51762 1.76872 1.74071
O -3.24686 -2.16569 -0.22864
H 2.58543 -0.05614 -3.32114
H 2.71679 1.61309 -2.87128
H 1.26733 1.04983 -3.47464
H 0.29523 -1.14948 1.87543
H 1.93916 -1.74295 1.55755
H 1.67844 -0.20336 2.52781
H -3.80361 -0.03793 1.01737
H -0.49973 1.67276 1.67644
```

Computed properties:
**Total energy**: -749.2496 a.u.
**Total charge**: 0
**2S+1**: 3

No. 5
Here is a structure of composition C26H48Cl3N4NdO4Si from the OMol25 dataset. Energies are from ωB97M-V/def2-TZVPD.

XYZ file:
```
87
C26H48Cl3N4NdO4Si, DFT ωB97M-V/def2-TZVPD
C 1.98801 -3.34836 -1.66850
C 1.98583 -3.52518 -0.18474
H 2.92913 -3.62465 -2.13664
H 1.75665 -2.31680 -1.92758
H 1.20220 -3.95889 -2.12022
C 2.90812 -4.18398 0.52029
C 4.12428 -4.87979 0.01014
H 2.76659 -4.25139 1.59369
H 4.26808 -4.76501 -1.06063
H 4.07748 -5.95101 0.22129
H 5.02585 -4.51304 0.50785
Nd 0.00000 0.00000 0.00000
Cl -1.91511 -1.18618 -0.54307
Cl 0.69069 0.14987 -2.21172
C -1.36688 -0.68681 2.54518
O -0.63301 0.15821 2.00484
N -1.71948 -0.64276 3.83015
C -1.21454 0.38231 4.71802
C -2.55046 -1.67779 4.40732
H -1.78580 -1.51420 1.97469
H -0.66572 1.11232 4.13567
H -0.55244 -0.05740 5.46533
H -2.03981 0.87386 5.23250
H -2.81534 -2.40241 3.64476
H -3.46183 -1.24770 4.82390
H -2.01147 -2.20010 5.19612
H 3.77575 -1.17996 -0.71143
H 4.33846 -1.71866 1.68912
C 3.82381 -0.11897 -0.48021
C 4.44820 -0.64538 1.84637
N 3.57759 0.06994 0.93862
H 3.05846 0.38986 -1.05209
C 2.47987 0.67081 1.37581
O 1.61423 1.20757 0.66269
H 4.18985 -0.41253 2.87554
H 2.39171 0.68764 2.47039
H 4.81211 0.26555 -0.73143
H 5.48637 -0.36610 1.67258
O 1.09341 -1.44614 0.47878
C 0.81515 -2.81724 0.48451
C 1.07277 -2.69856 2.99630
C 0.52006 -3.31658 1.87989
H 1.68789 -1.82454 2.84261
C 0.82882 -3.18223 4.27371
H -0.07271 -3.02285 -0.12379
C -0.30823 -4.41772 2.07492
H 1.27902 -2.69549 5.13072
C 0.01127 -4.28954 4.45621
C -0.56443 -4.90129 3.34976
H -0.75453 -4.89964 1.21367
H -0.18077 -4.67023 5.45147
H -1.21105 -5.75954 3.48120
Si 1.85536 1.61342 -7.10512
Cl 3.18522 0.01478 -7.41251
C 2.77040 2.91287 -6.12495
C 0.39203 0.94149 -6.15977
C 1.35446 2.24765 -8.78838
H 3.10319 2.52266 -5.16477
H 2.12823 3.77283 -5.93133
H 3.64874 3.26700 -6.66158
H 2.21791 2.59503 -9.35299
H 0.65903 3.08227 -8.69434
H 0.86578 1.47092 -9.37400
H 0.69663 0.53151 -5.19846
H -0.10734 0.14947 -6.71492
H -0.33884 1.72856 -5.97077
C -0.84702 3.78791 1.24523
N -2.09282 3.03304 1.20547
C -3.20403 3.57586 2.00220
C -4.46822 3.80268 1.17046
C -4.75585 2.50465 0.45717
N -3.62841 2.16344 -0.39605
C -3.91333 1.74568 -1.75931
C -2.33425 2.28339 0.07265
O -1.40861 1.81834 -0.61123
H 0.02265 3.19606 0.91427
H -0.66099 4.21908 2.25074
H -0.95579 4.65526 0.54660
H -3.42795 2.84441 2.81026
H -2.94043 4.53816 2.49615
H -4.32135 4.61492 0.42689
H -5.31669 4.07399 1.83910
H -5.70592 2.55878 -0.12140
H -4.88116 1.70477 1.22166
H -4.53230 0.82620 -1.76004
H -4.47761 2.55743 -2.27299
H -2.99580 1.56805 -2.35821
```

Computed properties:
**Energy above the lowest of the compared OMol25 structures with the same formula, charge and spin**: 50.23 kcal per mole
**Total energy**: -3771.1365 a.u.
**Total charge**: 0
**2S+1**: 4